# 1
The following is a DFT calculation (wB97M-V/def2-TZVPD) of C48H35Cl2N3O6P2RuSTe as an isolated structure at a distorted geometry.

```
99
Properties=species:S:1:pos:R:3
Ru -0.35 0.54 0.34
Te 3.22 2.30 0.95
C 4.60 3.43 -0.21
C 4.85 3.16 -1.55
C 5.72 4.00 -2.23
N 6.31 5.06 -1.68
C 6.06 5.30 -0.40
C 5.22 4.52 0.38
C 2.09 1.68 -0.69
P 1.71 -0.17 -0.62
C 1.77 -0.51 -2.45
C 1.61 -1.79 -2.96
C 1.71 -2.03 -4.33
C 1.97 -1.00 -5.21
C 2.14 0.28 -4.71
C 2.06 0.52 -3.35
C 3.39 -0.65 -0.05
C 3.61 -1.25 1.19
C 4.90 -1.57 1.59
C 5.98 -1.30 0.77
C 5.77 -0.69 -0.46
C 4.48 -0.37 -0.87
P 0.48 2.55 -0.60
C 1.07 4.26 -0.38
C 0.87 4.90 0.84
C 1.40 6.17 1.04
C 2.11 6.80 0.03
C 2.32 6.15 -1.18
C 1.82 4.87 -1.38
C -0.33 2.29 -2.22
C -0.98 1.06 -2.33
C -1.62 0.69 -3.50
C -1.63 1.57 -4.58
C -1.04 2.82 -4.45
C -0.40 3.18 -3.28
H 4.38 2.32 -2.04
H 5.95 3.81 -3.28
H 6.56 6.17 0.02
H 5.04 4.77 1.42
H 1.41 -2.62 -2.31
H 1.59 -3.05 -4.69
H 2.06 -1.19 -6.27
H 2.35 1.11 -5.38
H 2.21 1.53 -2.98
H 2.77 -1.48 1.83
H 5.05 -2.04 2.56
H 6.98 -1.55 1.08
H 6.60 -0.49 -1.12
H 4.32 0.09 -1.84
H 0.29 4.41 1.62
H 1.23 6.67 1.99
H 2.51 7.79 0.19
H 2.90 6.63 -1.96
H 2.04 4.35 -2.30
H -1.00 0.33 -1.51
H -2.10 -0.28 -3.57
H -2.12 1.28 -5.50
H -1.08 3.52 -5.28
H 0.03 4.17 -3.19
Cl 2.36 -4.58 -0.78
C 0.72 -4.20 -0.39
C -0.20 -5.23 -0.32
C -1.49 -4.95 0.10
Cl -2.59 -6.29 0.24
C -1.89 -3.67 0.44
C -3.19 -3.43 1.03
C -3.54 -2.20 1.38
C -2.67 -1.04 1.09
N -1.31 -1.29 0.62
C -0.98 -2.57 0.28
C 0.37 -2.86 -0.13
O 1.31 -1.98 -0.17
H 0.10 -6.24 -0.55
H -3.84 -4.27 1.21
H -4.49 -1.98 1.84
H -2.60 -0.39 1.97
O -3.40 -0.29 0.09
C -3.34 1.04 0.28
N -2.22 1.58 0.87
S -2.42 3.21 0.91
O -2.17 3.75 2.21
O -1.63 3.82 -0.17
C -4.08 3.22 0.38
C -4.93 4.29 0.18
C -6.16 4.03 -0.41
C -6.51 2.72 -0.79
C -5.66 1.66 -0.60
C -4.40 1.90 -0.01
H -4.64 5.28 0.48
H -6.86 4.85 -0.57
H -7.48 2.55 -1.24
H -5.94 0.66 -0.90
C 0.18 -1.36 3.14
O 0.51 0.02 3.21
C 0.45 0.84 2.15
O 0.95 1.95 2.34
H 0.61 -1.81 4.03
H 0.60 -1.82 2.26
H -0.90 -1.51 3.16
```

⟨S²⟩: 6.0705
E_tot, eV: -131427.05632
HOMO (spin up / spin down), eV: -5.46 / -7.93
2S+1: 5
F_max, eV/A: 1.53
Relative energy (zero: lowest compared OMol25 entry of this formula, charge and spin), kJ/mol: 366.2
M, g/mol: 1143.414

# 2
The following is a DFT calculation (wB97M-V/def2-TZVPD) of C7H21ClO5P2Si2 as an isolated structure at a distorted geometry.

```
38
Properties=species:S:1:pos:R:3
C -3.15 0.66 0.49
C -3.05 -0.22 -0.80
O -2.79 0.67 -1.90
P -1.35 0.40 -2.68
O -1.41 1.16 -3.98
C 0.14 1.04 -1.77
C 0.34 0.53 -0.30
C 0.65 1.67 0.74
Si 1.52 0.98 2.28
O 3.23 0.83 2.05
Si 4.13 2.11 2.76
P 0.64 -1.04 2.74
O 1.72 -1.82 3.78
Cl -1.15 -0.61 3.78
O -1.27 -1.22 -3.05
C -0.21 -1.93 -2.38
C -0.37 -3.44 -2.79
H -3.60 1.62 0.14
H -2.16 0.94 0.89
H -3.80 0.22 1.27
H -2.27 -1.01 -0.71
H -4.02 -0.75 -0.89
H 1.06 0.91 -2.37
H -0.01 2.14 -1.71
H 1.24 -0.13 -0.31
H -0.48 -0.09 0.10
H -0.29 2.19 1.03
H 1.27 2.45 0.24
H 1.34 1.82 3.47
H 4.90 2.87 1.76
H 3.27 3.09 3.46
H 5.12 1.56 3.71
H 1.68 -2.74 3.52
H -0.31 -1.91 -1.28
H 0.79 -1.60 -2.71
H -0.77 -3.48 -3.82
H -1.14 -3.86 -2.11
H 0.57 -4.00 -2.66
```

E_tot, eV: -64696.00859
HOMO, eV: -9.02
F_max, eV/A: 5.11
M, g/mol: 338.813

# 3
The following is a DFT calculation (wB97M-V/def2-TZVPD) of a 2-piece molecular cluster, C3H4F2O overall at a distorted geometry.

```
10
Properties=species:S:1:pos:R:3
C 0.66 0.25 0.13
C -3.39 -0.04 0.47
C 1.92 -0.49 -0.11
O -0.07 0.40 -0.81
F -3.11 1.24 0.62
F -3.16 -0.30 -0.72
H 0.51 0.67 1.13
H 2.65 0.23 -0.74
H 1.70 -1.25 -0.76
H 2.29 -0.71 0.80
```

⟨S²⟩: 2.0030
E_tot, eV: -10651.97250
HOMO (spin up / spin down), eV: -7.81 / -9.89
2S+1: 3
F_max, eV/A: 5.08
Relative energy (zero: lowest compared OMol25 entry of this formula, charge and spin), kJ/mol: 161.4
M, g/mol: 94.060

# 4
The following is a DFT calculation (wB97M-V/def2-TZVPD) of a 3-piece molecular cluster, C2H11N2O2 overall at a distorted geometry.

```
17
Properties=species:S:1:pos:R:3
C 0.96 -2.07 -0.22
N -0.95 0.69 -1.56
C -0.43 -0.20 -0.77
N 0.34 -1.24 -1.19
H 1.90 -1.57 0.10
H 1.23 -3.04 -0.65
H 0.35 -2.21 0.67
H -0.66 0.90 -2.52
H -1.74 1.22 -1.16
H -0.81 -0.19 0.26
H 0.68 -1.34 -2.15
H -2.41 1.86 2.06
H -3.21 0.77 1.30
O -2.46 1.37 1.24
H 3.14 1.43 1.59
H 1.89 2.26 1.61
O 2.19 1.37 1.40
```

⟨S²⟩: 0.7751
E_tot, eV: -9306.97087
HOMO (spin up / spin down), eV: -18.08 / -18.07
Net charge: +2
2S+1: 2
F_max, eV/A: 1.59
Relative energy (zero: lowest compared OMol25 entry of this formula, charge and spin), kJ/mol: 201.9
M, g/mol: 95.122

# 5
The following is a DFT calculation (wB97M-V/def2-TZVPD) of one molecule with the formula C2H2O2.

```
6
Properties=species:S:1:pos:R:3
O 1.48 -0.72 -0.67
C 0.82 -0.08 0.09
C -0.90 0.35 -0.24
O -0.55 -0.59 0.56
H 1.11 0.70 0.79
H -1.98 0.31 -0.48
```

E_tot, eV: -6197.34781
HOMO, eV: -9.57
F_max, eV/A: 0.83
Relative energy (zero: lowest compared OMol25 entry of this formula, charge and spin), kJ/mol: 261.1
M, g/mol: 58.036

# 6
The following is a DFT calculation (wB97M-V/def2-TZVPD) of C39H47CuN2PS as an isolated structure.

```
91
Properties=species:S:1:pos:R:3
Cu -1.41 0.19 0.95
S -4.92 -1.66 -1.35
C -4.02 -3.09 -0.97
C -4.30 -4.42 -1.26
C -3.39 -5.38 -0.87
C -2.21 -5.03 -0.20
C -1.93 -3.71 0.09
C -2.85 -2.73 -0.29
N -2.71 -1.36 -0.08
C -3.69 -0.69 -0.58
C -3.74 0.79 -0.52
C -4.72 1.50 -1.22
C -4.74 2.88 -1.17
C -3.79 3.54 -0.40
C -2.82 2.83 0.29
C -2.76 1.43 0.24
H -5.21 -4.69 -1.79
H -3.59 -6.42 -1.09
H -1.51 -5.80 0.09
H -1.02 -3.42 0.60
H -5.46 0.97 -1.82
H -5.50 3.44 -1.71
H -3.81 4.63 -0.35
H -2.10 3.38 0.88
C 4.28 -2.02 -0.10
C 3.03 -2.72 -0.61
C 1.97 -1.70 -1.09
C 2.07 -0.37 -0.32
C 2.50 -0.67 1.12
C 3.95 -1.18 1.15
P 0.49 0.56 -0.34
C 0.92 2.33 0.06
C 2.27 2.88 -0.47
C 3.32 2.98 0.64
C 2.88 3.96 1.74
C 1.35 3.97 1.91
C 0.77 2.61 1.56
C -0.08 0.70 -2.09
C 0.91 1.30 -3.10
C 0.45 1.04 -4.55
C -1.07 1.01 -4.64
C -1.64 -0.18 -3.83
C -0.70 -0.57 -2.68
H 4.67 -1.37 -0.89
H 5.07 -2.73 0.12
H 2.62 -3.34 0.20
H 3.27 -3.41 -1.42
H 0.97 -2.13 -0.96
H 2.10 -1.52 -2.16
H 2.84 0.26 -0.79
H 1.82 -1.43 1.51
H 2.39 0.19 1.78
H 4.10 -1.78 2.06
H 4.64 -0.34 1.23
H 0.11 2.86 -0.45
H 2.10 3.89 -0.87
H 2.65 2.30 -1.30
H 4.28 3.28 0.22
H 3.48 1.98 1.07
H 3.23 4.97 1.50
H 3.35 3.69 2.68
H 0.90 4.72 1.24
H 1.08 4.27 2.92
H -0.29 2.53 1.84
H 1.28 1.85 2.16
H -0.91 1.41 -1.95
H 1.91 0.88 -2.96
H 0.99 2.38 -2.94
H 0.85 0.08 -4.90
H 0.87 1.81 -5.21
H -1.39 0.95 -5.68
H -1.47 1.95 -4.25
H -1.79 -1.04 -4.49
H -2.62 0.09 -3.43
H 0.09 -1.23 -3.05
H -1.25 -1.14 -1.93
C -2.10 0.00 2.86
C -0.89 -0.57 3.40
C 0.08 0.22 4.07
C 1.28 -0.32 4.49
C 1.55 -1.67 4.29
C 0.60 -2.48 3.68
C -0.59 -1.94 3.24
C 2.82 -2.23 4.70
N 3.83 -2.66 5.03
H -2.44 0.94 3.27
H -2.91 -0.72 2.71
H -0.12 1.27 4.22
H 2.01 0.31 4.99
H 0.80 -3.54 3.55
H -1.34 -2.58 2.77
```

⟨S²⟩: 0.7755
E_tot, eV: -108950.51850
HOMO (spin up / spin down), eV: -6.82 / -7.71
2S+1: 2
F_max, eV/A: 0.46
M, g/mol: 670.406